Formula: C4H12CrF4N6O16S4
Source: the OMol25 dataset
Level of theory: wB97M-V/def2-TZVPD

```
47
C4H12CrF4N6O16S4, DFT wB97M-V/def2-TZVPD
Cr -0.211 -0.112 -0.069
S 2.527 -0.136 -1.757
S -2.741 -1.690 1.432
S 2.987 -1.191 0.477
S -3.024 0.831 1.427
F 2.086 -1.682 1.703
F -2.853 1.820 0.213
F -1.414 -2.589 1.264
F 1.295 0.671 -2.370
O 3.350 -2.428 -0.109
O -2.964 -1.627 2.836
O -0.588 -1.934 -1.345
O 3.946 -0.355 1.079
O -4.402 0.549 1.374
O 0.322 0.263 2.190
O 0.412 2.141 0.195
O -1.244 0.194 -3.765
O 0.499 4.020 1.214
O -1.894 -2.977 -2.687
O -3.686 -2.347 0.613
O 0.560 1.446 3.964
O 3.596 0.774 -1.701
O 2.588 -1.265 -2.612
O -1.314 1.032 -1.790
O -2.411 1.480 2.522
N -1.326 1.126 -3.008
N 1.798 -0.386 -0.290
N -2.056 -0.368 0.814
N 0.276 0.416 3.406
N 0.991 2.974 0.889
N -0.807 -2.739 -2.254
C -0.198 -0.725 4.237
C -1.492 2.488 -3.574
C 0.387 -3.390 -2.847
C 2.428 2.764 1.239
H -1.132 2.439 -4.594
H 1.104 -3.615 -2.069
H -2.568 2.657 -3.578
H -0.976 3.207 -2.952
H 2.435 2.607 2.315
H 0.228 -1.632 3.811
H 0.274 -0.604 5.205
H 2.780 1.872 0.736
H 2.937 3.675 0.954
H 0.744 -2.651 -3.561
H -1.282 -0.746 4.216
H 0.035 -4.257 -3.394
```

charge	0
LUMO energy (alpha / beta)	-1.005 / -0.903	eV
energy above the lowest of the compared OMol25 structures with the same formula, charge and spin	0.000	eV
DFT total energy	-128664.1623	eV
E_HOMO (alpha / beta)	-10.3 / -10.8	eV
spin multiplicity	5
frontier orbital gap (alpha / beta)	9.32 / 9.88	eV
maximum force	4.011	eV/Å

Formula: C4H4ClN
Source: the OMol25 dataset
Level of theory: wB97M-V/def2-TZVPD

```
10
C4H4ClN, DFT wB97M-V/def2-TZVPD
Cl 0.281 2.579 -0.041
N 2.613 -1.987 -0.212
C -1.160 0.152 0.757
C -0.095 0.957 0.227
C -0.525 -0.188 -0.606
C 2.779 -0.857 0.025
H -1.201 -0.667 1.403
H -2.060 0.675 0.682
H 0.332 -0.838 -0.677
H -0.965 0.174 -1.556
```

charge	0
LUMO energy (alpha / beta)	-3.616 / -3.617	eV
energy above the lowest of the compared OMol25 structures with the same formula, charge and spin	6.992	eV
DFT total energy	-18218.1472	eV
E_HOMO (alpha / beta)	-8.5 / -8.5	eV
frontier orbital gap (alpha / beta)	4.85 / 4.85	eV
maximum force	3.150	eV/Å

Formula: C5H12N2O2
Source: the OMol25 dataset
Level of theory: wB97M-V/def2-TZVPD

```
21
C5H12N2O2, DFT wB97M-V/def2-TZVPD
O -0.808 -0.002 1.283
O 1.368 -1.912 -2.389
N 0.274 -1.282 -0.565
N -1.431 2.128 0.256
C -1.947 1.757 -1.015
C 2.430 -2.308 -0.175
C 1.287 -1.950 -1.202
C -0.245 2.012 2.315
C -0.945 1.275 1.213
H 2.778 -1.124 0.335
H 2.089 -3.186 0.690
H -1.429 3.091 0.557
H 3.499 -2.723 -0.676
H -1.934 0.619 -1.073
H -1.197 2.104 -1.749
H 0.154 3.120 2.061
H 0.729 1.490 2.510
H -0.521 -1.080 -1.033
H -0.082 -1.875 0.480
H -1.057 2.033 3.294
H -2.884 2.201 -1.201
```

charge	0
structure (SMILES)	CNC(C)=O.CC(N)=O
LUMO energy	0.582	eV
energy above the lowest of the compared OMol25 structures with the same formula, charge and spin	4.416	eV
DFT total energy	-12451.5667	eV
E_HOMO	-9.2	eV
frontier orbital gap	9.74	eV
maximum force	8.265	eV/Å

Formula: C30H32ClF16N3O7PS
Source: the OMol25 dataset
Level of theory: wB97M-V/def2-TZVPD

```
91
C30H32ClF16N3O7PS, DFT wB97M-V/def2-TZVPD
Cl 1.124 2.582 -2.499
S 0.730 4.221 1.107
P 2.181 3.037 0.650
F -2.618 -3.121 3.986
F -0.717 -8.268 2.761
F -4.017 -4.223 6.167
F -2.681 -5.935 6.134
F -0.927 -7.427 4.750
F -4.800 8.173 0.598
F -3.112 7.684 -1.714
F -2.555 8.926 1.850
F -2.927 6.470 0.424
F -3.601 -4.990 3.548
F -3.961 9.463 -2.588
F -3.755 -7.331 4.310
F -1.802 6.321 2.268
F -2.845 -9.289 4.149
F -5.834 7.821 -1.281
F -0.414 8.614 1.689
O 3.005 -4.485 -2.376
O -2.787 9.685 -0.739
O 2.546 -1.833 -3.214
O 1.206 0.607 -3.690
O 0.207 -3.685 -1.277
O 3.229 2.998 -5.531
O -1.373 -4.928 3.806
N 1.672 1.344 0.333
N 1.537 -0.602 -1.286
N 2.397 1.496 -1.912
C 1.282 0.929 2.776
C -1.605 8.360 1.072
C -3.568 -1.311 -1.218
C -2.895 -8.062 3.574
C 1.028 0.649 1.455
C 0.188 -2.609 -0.705
C -2.185 -1.799 -1.414
C -1.205 -2.050 -0.291
C -5.011 8.681 -0.634
C -2.605 -4.446 4.272
C 2.509 0.512 -3.107
C 2.690 -0.816 -2.260
C 5.314 -3.599 -1.812
C 3.761 -2.453 -3.677
C 2.911 1.844 -5.373
C 3.542 0.905 -4.232
C 4.014 -0.550 -1.490
C -3.701 8.858 -1.408
C 1.815 0.698 -0.799
C 5.070 -0.413 -0.910
C 4.166 -3.798 -2.883
C -1.774 6.841 1.013
C -1.398 -6.039 2.903
C -1.496 -7.447 3.523
C -4.063 -1.029 0.172
C -1.677 -1.780 1.092
C -3.106 -1.252 1.284
C -1.569 9.090 -0.285
C -2.788 -4.640 5.780
C 1.577 -1.832 -0.464
H 2.093 1.387 -6.019
H 5.682 -4.634 -1.509
H 0.326 -0.188 1.208
H -2.121 -5.889 2.098
H 3.526 -2.828 -4.728
H 1.555 1.935 3.195
H -0.954 -1.966 1.935
H -0.424 -5.997 2.411
H 2.365 -2.599 -0.759
H 6.175 -2.976 -2.198
H 4.010 0.041 -4.780
H -3.444 -1.020 2.327
H -4.218 -1.193 -2.129
H -5.114 -0.670 0.311
H 4.650 -1.774 -3.806
H 3.329 -5.070 -1.660
H 4.855 -3.149 -0.881
H -1.098 8.489 -1.066
H 5.970 -0.117 -0.312
H 4.598 -4.495 -3.679
H -5.526 9.637 -0.522
H 1.669 -1.721 0.650
H 3.010 3.531 -0.415
H 1.137 -0.098 -4.368
H -0.898 9.941 -0.148
H -3.310 -8.181 2.569
H 4.358 1.541 -3.759
H 3.046 2.960 1.799
H -1.867 -2.029 -2.469
H -0.944 6.372 0.478
H -2.038 -4.072 6.336
H 1.276 0.069 3.514
```

charge	+1
LUMO energy	-4.457	eV
DFT total energy	-126540.3274	eV
E_HOMO	-11.6	eV
frontier orbital gap	7.14	eV
maximum force	4.324	eV/Å

Formula: H26O13
Source: the OMol25 dataset
Level of theory: wB97M-V/def2-TZVPD

```
39
H26O13, DFT wB97M-V/def2-TZVPD
O -2.538 -1.763 -0.188
O -1.701 1.990 -2.824
O 2.450 1.378 -1.055
O 0.043 -2.798 0.815
O 0.305 0.118 -0.049
O -2.598 1.050 -0.529
O -2.573 0.967 2.740
O 3.460 -1.206 1.159
O 1.440 -3.209 -1.439
O -0.918 -0.778 -2.743
O 1.275 -1.189 3.461
O -0.023 3.642 0.700
O 2.441 1.332 1.842
H 0.958 -2.886 -0.677
H 0.080 -0.330 -0.865
H 4.205 -0.715 1.505
H 0.079 2.825 0.212
H 2.783 -0.546 1.014
H -0.355 -0.783 -3.517
H -1.498 1.058 -2.898
H 0.266 -3.507 1.417
H 2.354 2.239 2.133
H -3.280 1.547 3.021
H 2.981 0.862 -1.662
H -1.648 2.320 -3.721
H 0.817 -0.349 3.487
H -2.225 1.524 -1.272
H 1.845 -2.427 -1.815
H -2.577 1.029 1.785
H -0.412 -0.098 0.548
H -3.523 1.293 -0.529
H -3.243 -1.945 -0.809
H -0.896 -2.903 0.659
H 1.301 -1.420 2.532
H 2.064 1.325 0.962
H -1.468 -1.555 -2.841
H -2.196 -0.910 -0.457
H 1.655 0.859 -0.931
H 0.871 3.959 0.828
```

charge	0
LUMO energy	-0.524	eV
energy above the lowest of the compared OMol25 structures with the same formula, charge and spin	1.898	eV
DFT total energy	-27040.0494	eV
E_HOMO	-10.2	eV
frontier orbital gap	9.63	eV
maximum force	1.024	eV/Å

Formula: C37H69B2BeBr5CsF7N4O10PS
Source: the OMol25 dataset
Level of theory: wB97M-V/def2-TZVPD

```
138
C37H69B2BeBr5CsF7N4O10PS, DFT wB97M-V/def2-TZVPD
Cs 2.700 4.975 -1.129
Br -6.586 10.514 0.104
Br -4.459 12.890 -0.196
Br -1.447 11.689 5.171
Br -3.494 9.842 -0.399
Br -4.530 10.655 3.440
S -4.860 2.920 2.993
P 1.620 -3.840 -6.444
F 0.636 -4.477 3.488
F 0.358 6.844 0.373
F 1.921 6.888 1.862
F 2.116 -4.640 5.272
F 2.926 -4.592 3.102
F 0.953 5.020 1.375
F 2.008 -2.683 4.040
O 2.825 -4.712 -6.069
O -4.709 -1.187 6.736
O 0.599 -3.847 -5.302
O 0.970 -4.392 -7.710
O -1.039 5.756 3.115
O -0.349 7.887 2.967
O 4.824 2.012 -2.574
O -4.903 -4.896 1.982
O 2.198 -10.739 -6.500
O 2.083 -2.408 -6.698
N 8.003 0.982 -2.409
N 1.708 -8.245 -5.773
N -2.509 1.356 2.684
N -0.349 -1.816 5.394
C -1.325 8.278 3.962
C 1.500 0.606 -3.731
C -0.882 7.876 5.353
C -0.628 -0.979 1.038
C 2.995 -8.459 -6.512
C 2.781 -8.055 -7.960
C 0.726 6.339 1.570
C 10.071 0.216 -2.187
C 3.936 1.370 -3.528
C -6.105 -4.908 1.837
C 0.341 -0.753 -0.217
C 8.775 -0.148 -2.450
C 3.364 -9.936 -6.346
C -7.021 -5.425 2.918
C -1.175 -1.988 4.168
C -2.141 2.418 1.723
C -0.546 -2.979 6.319
C -0.460 -0.135 -1.475
C -3.730 12.423 3.607
C -2.229 12.351 3.514
C -0.337 0.053 2.237
C 0.967 -0.869 -3.601
C 8.792 2.061 -2.114
C -1.722 0.272 2.947
C 4.329 3.317 -2.376
C -2.112 -0.793 3.896
C -4.068 -3.313 5.438
C 2.712 0.769 -2.690
C -0.325 6.600 2.649
C -3.751 1.509 3.318
C 10.081 1.618 -1.973
C -3.399 -0.675 4.560
C -4.224 0.522 4.247
C 2.109 -11.417 -7.756
C -6.747 -4.406 0.568
C -0.371 -1.025 -2.781
C -4.938 11.091 -0.723
B -4.050 -1.723 5.593
B 1.927 -4.099 3.976
Be -0.931 -2.795 -0.614
H 0.236 -2.880 7.115
H -1.591 8.234 6.099
H 4.175 -10.231 -7.014
H -2.988 2.677 1.036
H -5.073 -3.707 5.751
H 0.106 8.287 5.572
H -3.897 -3.648 4.374
H 4.436 0.491 -4.007
H -0.432 -2.170 3.345
H -1.298 2.112 1.053
H 2.438 1.419 -1.818
H 0.741 -1.220 -4.647
H 10.937 2.232 -1.741
H 1.848 0.831 -4.776
H 1.842 -8.281 -4.759
H -5.643 -1.465 6.670
H -1.406 9.364 3.908
H -1.796 3.358 2.233
H 3.048 -0.212 -2.282
H -1.712 -0.829 0.779
H 0.715 1.365 -3.486
H -4.137 12.999 2.778
H 1.715 -1.601 -3.203
H 0.748 -1.764 -0.502
H -7.595 -6.275 2.545
H 4.907 4.101 -2.991
H 1.084 -9.032 -6.001
H -1.556 -0.027 -1.236
H -4.084 12.844 4.545
H 8.337 -1.109 -2.665
H 7.010 1.015 -2.570
H -1.221 -0.764 -3.458
H -0.546 -2.048 1.370
H -0.070 0.906 -1.605
H -5.108 11.109 -1.794
H -0.507 -3.955 5.783
H 3.746 -7.815 -6.052
H 1.592 -10.785 -8.482
H -1.880 11.699 2.716
H -7.696 -4.631 3.245
H -7.410 -3.568 0.791
H 1.904 -8.534 -8.400
H 0.360 -0.379 3.002
H 0.119 1.006 1.881
H 4.449 3.541 -1.243
H -1.540 -2.800 6.821
H -3.252 -3.812 6.032
H 2.636 -6.973 -8.037
H 1.516 -12.318 -7.607
H -5.971 -4.066 -0.119
H 1.185 -0.072 0.072
H 8.367 3.049 -2.031
H 3.213 3.454 -2.627
H 3.651 -8.316 -8.565
H 3.089 -11.703 -8.139
H -0.803 6.792 5.449
H -0.569 -0.939 5.865
H 10.917 -0.451 -2.151
H -5.229 0.670 4.706
H -0.512 -2.093 -2.459
H 3.712 -10.098 -5.321
H 1.238 -7.368 -6.011
H 3.536 2.074 -4.308
H -1.785 -2.934 4.208
H -5.807 2.430 2.111
H -7.308 -5.212 0.091
H -2.307 7.870 3.713
H -6.425 -5.751 3.770
H -1.804 13.346 3.377
```

charge	+1
LUMO energy	-4.783	eV
DFT total energy	-457573.6645	eV
E_HOMO	-8.0	eV
frontier orbital gap	3.18	eV
maximum force	4.291	eV/Å

Formula: C26H52FMgNO23
Source: the OMol25 dataset
Level of theory: wB97M-V/def2-TZVPD

```
104
C26H52FMgNO23, DFT wB97M-V/def2-TZVPD
Mg 0.603 1.373 -1.517
F -0.095 0.934 0.128
O 3.639 4.735 2.741
O -3.017 -2.091 4.460
O -0.713 -5.616 -4.785
O -0.755 4.959 -0.266
O 2.344 2.986 3.201
O -2.390 0.297 -4.342
O 1.500 -0.233 -2.346
O -0.297 -6.572 -2.847
O 1.940 -0.431 -4.487
O 0.161 -4.542 -3.019
O -0.019 3.166 -1.691
O -4.709 -0.693 3.932
O -3.586 -1.697 0.468
O -2.538 -0.158 3.791
O -3.388 0.756 -2.417
O 1.272 -2.519 2.992
O 2.687 -2.514 1.268
O -1.091 0.912 -2.531
O 1.470 4.627 1.943
O 0.680 5.322 -1.902
O 2.444 1.940 -0.767
O 1.483 1.424 -3.446
O 2.482 -4.268 2.513
N 1.670 0.205 -3.480
C 2.406 4.148 2.551
C -3.565 -0.942 4.074
C 4.615 1.451 0.148
C -1.397 4.210 0.720
C 4.707 2.379 -1.034
C 1.100 2.264 3.139
C 0.855 -1.147 2.859
C -1.384 0.176 -5.243
C -3.963 -2.467 -0.657
C 2.249 -3.025 2.224
C -2.771 1.107 3.084
C -3.426 1.018 -0.993
C -2.256 -2.022 0.797
C 4.080 5.852 2.003
C 3.367 2.990 -1.188
C -3.786 -3.273 4.564
C 1.882 -4.959 3.585
C -0.511 -7.864 -3.218
C -2.195 0.664 -3.030
C -1.549 -2.225 -0.556
C 1.043 6.566 -1.245
C 0.189 -3.238 -3.633
C -0.345 -5.582 -3.673
C -0.024 4.348 -1.281
C -2.631 -2.968 -1.278
C 3.143 0.943 -0.033
H 4.258 5.592 0.959
H -2.550 -2.889 -2.362
H 5.371 0.668 0.084
H 0.503 -1.036 1.833
H -2.323 -2.945 1.373
H -3.215 -4.029 5.104
H 5.400 3.220 -1.010
H -1.822 -1.280 1.467
H -3.802 1.392 2.874
H -1.539 -7.996 -3.555
H 1.623 -0.401 3.063
H -0.294 -2.439 -3.071
H -1.782 0.131 -6.256
H -0.704 1.026 -5.181
H 1.672 6.223 -0.424
H 0.190 7.083 -0.807
H 3.367 6.663 2.145
H -2.201 1.036 2.158
H -1.827 4.931 1.415
H -0.362 -8.495 -2.342
H 0.645 1.943 2.202
H 1.190 -2.873 -3.857
H 3.187 3.347 -2.202
H -0.647 -2.822 -0.694
H 4.767 1.928 1.116
H -4.153 -3.552 3.576
H 0.346 2.911 3.587
H -2.167 3.535 0.346
H 3.156 -0.012 -0.558
H -0.736 -0.674 -5.026
H -0.054 -0.973 3.434
H -4.457 0.938 -0.648
H 2.018 -4.443 4.535
H 0.064 -8.178 -4.089
H 2.386 -5.923 3.653
H -2.514 -4.038 -1.109
H 2.741 0.745 0.961
H 1.159 1.441 3.851
H 4.994 6.257 2.438
H -0.577 3.629 1.142
H -2.719 0.403 -0.437
H -3.150 2.048 -0.766
H -4.516 -1.853 -1.369
H 0.806 -5.070 3.452
H -0.318 -3.216 -4.598
H -2.309 1.887 3.690
H -1.294 -1.228 -0.914
H 5.007 1.902 -1.967
H 3.209 3.839 -0.524
H -4.629 -3.040 5.214
H 1.620 7.233 -1.886
H -4.630 -3.251 -0.299
```

charge	0
LUMO energy	0.329	eV
DFT total energy	-84548.5405	eV
E_HOMO	-9.4	eV
frontier orbital gap	9.70	eV
maximum force	5.238	eV/Å

- What is the maximum force in the third record?
  8.265 eV/Å

- The lowest DFT total energy belongs to which entry?
  C37H69B2BeBr5CsF7N4O10PS